# 1
Molecular formula: C5H8O
Method: DFT, wB97M-V/def2-TZVPD

The geometry in XYZ format:
```
14
Properties=species:S:1:pos:R:3:forces:R:3
C -1.339259 1.207992 -2.254177 -0.09 -0.10 -0.15
C -0.465824 0.847109 -1.247832 -0.01 -0.27 0.39
C -0.123510 0.314502 -0.110426 -0.05 0.12 -0.46
C 0.606642 -0.927561 0.240404 0.02 0.04 -0.01
C 1.062374 -0.907833 1.705705 0.28 -0.16 -0.15
O -0.004307 -0.546975 2.546830 -0.09 0.19 -0.02
H -0.539510 2.018264 -1.201285 0.04 0.18 0.08
H -1.073103 1.972359 -2.978394 0.01 -0.15 0.14
H -2.344559 0.789064 -2.314950 0.18 0.08 0.05
H -0.128175 -1.739668 0.113113 0.06 0.09 0.00
H 1.440753 -1.141272 -0.441683 -0.11 0.04 0.10
H 1.405178 -1.900345 2.018232 -0.05 0.15 -0.07
H 1.910342 -0.210495 1.812677 -0.16 -0.11 -0.02
H -0.407043 0.224858 2.111783 -0.02 -0.11 0.13
```
Positions in Å, forces in eV/Å.

strongest force on any atom	0.00934	hartree/bohr
highest occupied orbital energy	-0.29565	Eh
HOMO-LUMO gap	8.126	eV
energy above the lowest of the compared OMol25 structures with the same formula, charge and spin	128.9	kcal/mol
charge	0
lowest unoccupied orbital energy	0.08	eV

---

# 2
Molecular formula: C19H37ClN3O3PSi
Method: DFT, wB97M-V/def2-TZVPD

The geometry in XYZ format:
```
65
Properties=species:S:1:pos:R:3:forces:R:3
C -2.082857 2.162725 1.052852 -0.78 1.09 0.29
C -0.797306 3.069865 1.451071 -0.39 0.05 -1.00
C -1.230160 4.482582 2.073762 -1.65 -0.71 3.73
O -1.798249 4.478562 3.194130 2.04 0.18 -3.77
O -0.973607 5.742057 1.473361 -0.97 -2.44 -0.14
C -1.764466 5.949562 0.269383 1.04 1.40 -1.37
C -2.649850 7.270521 0.458368 0.31 0.05 -0.86
Si -4.514675 6.969582 0.750062 -0.73 2.42 0.55
O -5.000828 7.995774 2.088518 0.74 -2.16 -1.08
Cl -5.543569 7.779054 -0.959225 0.54 -0.50 0.91
P -4.937113 4.844684 1.112164 0.08 -1.37 0.38
C -6.007863 4.555755 2.643672 0.19 0.18 1.04
C -5.589491 3.953444 -0.424285 -0.32 0.04 -0.74
H -2.967876 2.885001 0.993869 0.97 -1.09 0.06
H -1.985901 1.685872 0.019060 0.09 0.53 1.64
H -2.353097 1.401820 1.867510 0.60 1.03 -1.34
H -0.233405 3.259848 0.483248 -0.34 -0.30 1.45
H -0.189608 2.436810 2.192053 -0.65 1.57 -1.12
H -2.337069 5.033133 -0.085760 0.55 1.09 0.84
H -1.005712 6.187714 -0.567474 -1.10 -0.46 1.23
H -2.286388 7.952692 1.301256 -0.24 -1.23 -1.06
H -2.532518 7.883542 -0.509540 -0.31 -0.83 1.43
H -4.784808 7.492083 2.902980 -0.21 0.63 -0.40
H -6.475409 5.526629 3.028190 0.27 -1.50 -0.69
H -6.757821 3.718302 2.480758 0.75 1.29 0.07
H -5.300143 4.199019 3.477482 -0.98 0.48 -1.33
H -5.768744 4.735690 -1.245410 0.14 -1.29 1.09
H -4.773057 3.220097 -0.771619 -1.34 1.09 0.52
H -6.564058 3.374148 -0.225728 1.51 0.97 -0.25
C -0.067011 -2.958396 -0.279857 -0.18 0.11 0.00
C -1.150692 -2.009560 -0.777932 -0.02 -0.42 0.22
C -0.589675 -0.735932 -1.412282 -0.37 -0.05 -0.07
C 0.116974 0.105160 -0.442266 0.27 0.07 -0.04
N 0.674651 0.764288 0.318030 -0.03 -0.37 -0.25
H 0.523473 -2.506753 0.521248 0.03 -0.04 -0.10
H -0.519672 -3.870517 0.115803 0.09 0.04 -0.03
H 0.608919 -3.239639 -1.087767 -0.11 0.03 0.12
H -1.818084 -1.756063 0.051615 0.01 0.11 -0.13
H -1.755617 -2.533493 -1.525094 0.01 0.19 0.00
H -1.415765 -0.160994 -1.842152 0.15 0.12 0.05
H 0.080481 -0.992794 -2.238208 0.08 0.09 0.14
C 3.290562 -0.737591 -2.433942 -0.01 0.03 0.09
C 4.448295 -1.718993 -2.570358 -0.05 0.41 -0.01
C 3.991483 -3.167983 -2.746968 0.36 0.06 -0.11
C 3.304762 -3.683182 -1.559144 -0.09 -0.20 0.04
N 2.762139 -4.087163 -0.628262 0.41 0.02 -0.23
H 2.701174 -0.936650 -1.534614 0.03 0.01 -0.04
H 3.670022 0.284044 -2.361644 -0.10 -0.07 0.01
H 2.625931 -0.791643 -3.300795 0.03 0.01 0.01
H 5.099449 -1.632420 -1.695554 -0.02 -0.11 -0.09
H 5.045571 -1.433483 -3.442036 0.00 -0.17 0.08
H 4.866450 -3.793282 -2.947713 -0.16 -0.10 0.10
H 3.336709 -3.250678 -3.619674 -0.07 -0.05 0.16
C 4.238116 -9.115112 0.161382 0.04 -0.09 -0.02
C 4.736622 -8.221995 1.290734 -0.17 -0.35 -0.02
C 5.190638 -6.842486 0.811343 -0.09 0.00 0.33
C 6.372734 -6.913539 -0.052681 0.08 0.13 -0.18
N 7.297896 -6.968774 -0.734496 -0.25 -0.02 0.18
H 5.034119 -9.336653 -0.554309 -0.06 0.05 0.02
H 3.880164 -10.065630 0.563884 0.01 0.06 -0.07
H 3.412437 -8.642859 -0.377183 0.04 -0.02 0.01
H 5.552906 -8.726702 1.816315 -0.03 0.14 -0.01
H 3.925201 -8.089913 2.013497 0.14 0.12 -0.03
H 5.427139 -6.225984 1.683467 0.09 0.05 -0.18
H 4.373445 -6.342258 0.282643 0.15 0.00 -0.06
```
Positions in Å, forces in eV/Å.

strongest force on any atom	0.08344	hartree/bohr
highest occupied orbital energy	-0.29837	Eh
HOMO-LUMO gap	8.473	eV
charge	0
lowest unoccupied orbital energy	0.35	eV